No. 1
100
Properties=species:S:1:pos:R:3:forces:R:3 method="wB97M-V/def2-TZVPD" largest_force_ev_per_a=2.242 homo_ev=-9.678 orbital_gap_ev=10.3 mol_weight_da=753.19
O 4.3500 3.6393 -0.4155 0.1674 -0.1422 -0.2245
C 3.7286 3.3246 -1.3897 0.3610 0.0217 0.6142
O 2.9680 2.2066 -1.3874 -0.2704 0.0986 0.2917
C 1.7553 2.3290 -2.0920 0.2585 -0.7307 -0.3908
Cl 1.8459 1.3268 -3.5943 0.0393 0.0354 -0.0133
C 0.5972 1.8625 -1.2539 -0.6855 -0.0078 -0.8157
C -0.6960 2.2996 -1.9082 0.9391 0.2243 -0.8965
C -0.9077 3.7422 -1.8919 -1.5343 -0.6671 1.4924
O -1.6367 2.7700 -1.0228 -0.1365 0.1299 0.7674
H 3.7675 3.8570 -2.3341 -0.3119 0.2241 -0.2748
H 1.6120 3.3380 -2.4491 0.0228 0.3020 -0.0531
H 0.6198 2.3447 -0.2837 0.2072 -0.0831 0.2899
H 0.5535 0.7861 -1.1766 0.4206 -0.2280 0.3933
H -1.0094 1.7518 -2.7809 -0.3442 -0.3994 -0.0567
H -1.7554 4.2044 -2.3583 0.6654 0.6413 -1.1112
H -0.1602 4.2898 -1.3471 -0.0894 0.5798 0.0089
O 5.5159 3.3475 -3.6246 0.0387 0.0372 -0.0554
C 6.6055 3.6415 -3.2258 -0.0227 -0.2415 -0.1080
C 7.6662 2.7203 -2.6566 0.1400 0.3052 0.2965
C 8.6174 3.6974 -1.9641 -0.0648 -0.0986 -0.0445
C 8.4301 4.9578 -2.8014 0.0900 -0.0409 0.0704
O 7.0636 4.9098 -3.2515 0.0964 0.1327 0.0254
H 8.1416 2.1925 -3.4846 -0.0319 -0.0509 -0.0112
H 7.2181 2.0032 -1.9753 -0.0741 -0.1021 -0.1251
H 9.6514 3.3630 -1.9205 0.0170 0.0164 -0.0713
H 8.2771 3.8786 -0.9445 -0.0075 0.0178 0.0103
H 9.0790 4.9749 -3.6794 0.0008 -0.0249 -0.0144
H 8.5772 5.8747 -2.2375 -0.1007 0.0546 -0.0302
O 0.6698 -1.6150 0.2678 -0.1104 -0.1609 -0.0887
C 1.7652 -1.2668 0.6147 0.0304 -0.1309 -0.1303
C 2.8987 -2.1206 1.1445 0.1252 0.3025 0.2832
C 3.8251 -1.0782 1.7742 -0.0753 -0.0744 -0.0165
C 3.5309 0.1553 0.9259 0.1545 -0.0594 0.1662
O 2.1458 0.0176 0.5478 0.1847 0.0622 0.1423
H 3.3628 -2.6359 0.3018 -0.0371 -0.0476 -0.0161
H 2.5240 -2.8488 1.8578 -0.0654 -0.1049 -0.1091
H 4.8772 -1.3551 1.7722 0.0120 0.0092 -0.0822
H 3.5225 -0.8981 2.8060 -0.0315 0.0176 0.0008
H 4.1290 0.1967 0.0152 -0.0207 -0.0095 -0.0335
H 3.6512 1.0899 1.4654 -0.1047 0.0669 -0.0630
O 0.8569 -0.5820 4.4064 0.1310 -0.0120 0.0695
C -0.2887 -0.4996 4.0596 0.0664 -0.0865 -0.2210
C -0.8186 -0.1529 2.6859 -0.4274 0.3571 0.2598
C -2.2865 0.1839 2.9613 0.1764 -0.0230 0.0014
C -2.5710 -0.6841 4.1795 -0.0287 0.0356 -0.0816
O -1.3139 -0.7631 4.8949 -0.1130 0.0477 0.0650
H -0.7002 -1.0298 2.0526 -0.0059 0.0113 -0.1124
H -0.2660 0.6812 2.2620 0.1706 -0.1436 -0.0983
H -2.9611 -0.0200 2.1343 0.0096 -0.1146 0.0142
H -2.3777 1.2402 3.2196 -0.0128 -0.0014 0.0280
H -2.8665 -1.6890 3.8890 0.0058 -0.0260 0.0084
H -3.3228 -0.2705 4.8467 0.0690 -0.0060 0.0892
O -4.3310 -4.9054 -2.7499 -0.0312 0.0530 0.0739
C -3.2186 -4.6250 -2.4020 -0.0620 -0.2676 -0.0582
C -2.1415 -5.5572 -1.8767 0.0991 0.2867 0.2802
C -1.1470 -4.5892 -1.2347 -0.1091 -0.0991 -0.0706
C -1.3593 -3.3264 -2.0608 0.1260 -0.0073 0.1255
O -2.7511 -3.3606 -2.4439 0.1172 0.1393 0.0433
H -1.7114 -6.0909 -2.7256 -0.0249 -0.0515 -0.0146
H -2.5592 -6.2706 -1.1707 -0.0480 -0.0854 -0.1118
H -0.1169 -4.9365 -1.2424 0.0270 0.0249 -0.0487
H -1.4304 -4.4015 -0.1983 0.0121 0.0024 0.0087
H -0.7569 -3.3168 -2.9715 -0.0024 -0.0279 -0.0212
H -1.1644 -2.4182 -1.4979 -0.1128 0.0668 -0.0420
O -4.4366 -2.3038 2.3143 -0.0380 0.1094 0.0464
C -5.4632 -2.8345 1.9916 0.2069 -0.2023 0.0017
C -5.6320 -4.0540 1.1205 -0.5629 0.1534 -0.1621
C -7.1158 -4.0118 0.7620 0.0900 0.0469 0.0468
C -7.7026 -3.2991 1.9757 -0.0808 -0.0782 -0.1073
O -6.6644 -2.4045 2.4285 -0.1302 0.0150 0.0028
H -5.3686 -4.9290 1.7101 0.0836 -0.0719 -0.0629
H -4.9947 -3.9928 0.2513 0.3268 -0.0761 -0.0944
H -7.5608 -4.9865 0.5784 -0.0031 -0.0282 0.0785
H -7.2574 -3.4056 -0.1325 -0.0386 0.0168 -0.0072
H -7.9359 -3.9877 2.7910 0.0259 -0.0112 -0.0022
H -8.5887 -2.7134 1.7467 0.0397 0.1101 0.0631
O 1.1340 5.4910 -3.1593 0.0783 -0.1091 0.0634
C 0.7170 6.6120 -3.1440 0.1603 0.1440 -0.2037
C 1.5116 7.9035 -3.1987 -0.2907 0.1816 0.2805
C 0.4871 8.9444 -2.7441 0.0939 -0.0925 -0.0413
C -0.8227 8.3082 -3.1967 0.0262 0.1530 0.0160
O -0.6038 6.8886 -3.1007 -0.0637 0.0194 0.0370
H 1.8346 8.0621 -4.2283 0.0588 -0.0401 -0.0096
H 2.3800 7.8419 -2.5500 0.1098 -0.0958 -0.1174
H 0.6437 9.9384 -3.1565 -0.0248 -0.0156 -0.0648
H 0.5024 9.0243 -1.6569 -0.0186 0.0090 0.0134
H -1.0648 8.5472 -4.2339 0.0239 -0.0086 -0.0163
H -1.6691 8.5717 -2.5686 -0.0411 -0.1151 0.0174
O -2.1800 -7.0439 1.4675 -0.0236 -0.0615 -0.0904
C -2.4844 -6.5734 2.5228 0.2050 0.1565 -0.0330
C -1.6213 -6.3966 3.7582 -0.3528 -0.0774 0.2518
C -2.6521 -6.1220 4.8550 0.0983 -0.0304 -0.0919
C -3.7773 -5.4639 4.0645 0.0761 0.0592 0.1264
O -3.7201 -6.0703 2.7568 -0.0537 -0.0442 0.1660
H -0.9604 -5.5443 3.5939 0.0511 -0.0195 -0.0379
H -1.0293 -7.2889 3.9364 0.1328 0.0349 -0.1135
H -2.2851 -5.5009 5.6685 0.0006 0.0669 -0.0378
H -2.9986 -7.0649 5.2794 -0.0194 -0.0033 0.0054
H -3.6321 -4.3877 3.9489 0.0192 0.0007 -0.0264
H -4.7623 -5.6447 4.4885 -0.0496 -0.0432 -0.1003

---

No. 2
16
Properties=species:S:1:pos:R:3:forces:R:3 method="wB97M-V/def2-TZVPD" largest_force_ev_per_a=4.024 homo_ev=-13.455 total_charge=+1 de_lowest_kcal_mol=87.81 orbital_gap_ev=10.0 mol_weight_da=122.10
C 0.8138 -0.3116 0.2808 -0.3330 1.0124 3.8805
C -1.4048 0.2581 -0.0591 -1.0491 -1.7361 -0.8809
N -1.9615 -0.2985 1.0768 0.4930 0.8176 0.5269
N 3.0015 -0.2818 -0.7745 1.7280 -0.0768 -0.5630
N -1.6261 -0.3761 -1.2450 -1.2489 -0.9887 1.9193
O 1.4108 -0.0006 1.4802 -0.3174 -0.1986 -1.7286
O -1.1316 1.5296 -0.2740 -0.1674 -0.5533 -0.3052
O 1.5864 -0.3554 -0.6607 1.3625 -0.0844 -3.6131
H -1.8316 0.0882 2.0635 -0.3100 -0.5927 -2.3226
H -2.2114 -1.3019 1.0262 0.4111 1.1254 0.1088
H 3.5274 0.3992 -0.1823 -1.4185 -0.3798 -0.3529
H 3.1506 -0.1077 -1.7989 -0.3604 -0.0693 1.5691
H -1.1387 -0.2275 -2.0726 1.2749 1.4589 -1.1884
H -1.9835 -1.3171 -1.3210 -0.2100 0.0078 0.9136
H 0.6506 0.2463 2.0004 -0.0404 -0.1292 0.9825
H -0.8520 2.0568 0.4603 0.1856 0.3867 1.0540

---

No. 3
57
Properties=species:S:1:pos:R:3:forces:R:3 method="wB97M-V/def2-TZVPD" largest_force_ev_per_a=0.465 homo_ev="-3.085 / -4.228" total_charge=-1 de_lowest_kcal_mol=0.00 orbital_gap_ev="6.1 / 6.9" mol_weight_da=540.53 multiplicity=6
Ru -0.0174 0.2657 -0.1965 0.3424 -0.0812 0.3037
C 2.0407 3.7976 1.2735 0.0127 0.0135 0.0029
C 0.8734 2.8982 0.9326 -0.0333 0.0652 0.0420
O 1.1487 1.6515 0.9576 -0.0215 0.0120 -0.0231
C -0.3574 3.4864 0.6835 0.0523 -0.0550 -0.0161
C -1.5876 2.7997 0.4979 0.0145 -0.0043 -0.0277
C -2.8695 3.5697 0.6535 -0.0185 -0.0064 0.0109
N -1.6294 1.5256 0.2265 -0.1476 0.0480 -0.0596
N -2.8875 0.9163 0.2536 0.1459 0.0723 -0.0308
C -2.7447 -0.3689 0.2063 -0.0159 -0.1370 0.1019
O -1.6060 -0.9997 0.1616 -0.1742 -0.1358 -0.0680
C -3.9732 -1.2165 0.2426 0.0227 0.0780 -0.0482
C -5.2389 -0.6440 0.3522 -0.0007 0.0046 -0.0093
C -6.3692 -1.4438 0.3737 -0.0007 0.0034 0.0113
C -6.2504 -2.8263 0.2875 -0.0085 -0.0002 -0.0051
C -4.9927 -3.4001 0.1778 0.0184 -0.0045 0.0029
C -3.8587 -2.5994 0.1554 -0.0042 0.0079 0.0039
H 2.9289 3.4354 0.7547 -0.0051 0.0061 -0.0207
H 2.2428 3.7458 2.3459 -0.0028 -0.0291 -0.0003
H 1.8533 4.8356 1.0014 -0.0059 -0.0024 0.0143
H -0.4044 4.5651 0.7393 -0.0197 -0.0031 0.0108
H -2.6606 4.6331 0.7537 -0.0042 0.0050 -0.0022
H -3.4093 3.2242 1.5364 0.0094 0.0023 0.0064
H -3.5241 3.3935 -0.1997 0.0140 -0.0033 -0.0052
H -5.3131 0.4332 0.4146 -0.0015 -0.0016 0.0006
H -7.3485 -0.9880 0.4569 -0.0023 -0.0056 0.0013
H -7.1354 -3.4509 0.3026 -0.0002 -0.0008 0.0014
H -4.8906 -4.4761 0.1059 -0.0067 -0.0008 0.0028
H -2.8713 -3.0303 0.0650 0.0070 -0.0059 -0.0017
C 2.9288 -2.4473 1.0418 0.0506 -0.0506 0.0505
C 1.4386 -2.1043 0.9434 0.0152 0.1835 -0.1711
C 0.6602 -3.3354 0.4623 0.0305 -0.0806 0.0539
C 0.9273 -1.6634 2.3205 0.0031 -0.0061 0.0722
N 1.2848 -1.0533 -0.0401 -0.1253 0.0331 -0.0079
H 3.5002 -1.5653 1.3354 -0.0112 0.0149 0.0154
H 3.3055 -2.7922 0.0769 -0.0090 0.0100 -0.0097
H 3.1037 -3.2331 1.7836 -0.0171 -0.0069 -0.0181
H 0.7840 -4.1668 1.1646 -0.0073 0.0072 -0.0078
H 1.0276 -3.6471 -0.5173 -0.0028 0.0045 -0.0031
H -0.3977 -3.0943 0.3749 -0.0171 0.0233 -0.0025
H 1.1257 -2.4340 3.0731 -0.0129 0.0025 -0.0114
H -0.1474 -1.4810 2.2842 -0.0176 -0.0004 -0.0155
H 1.4217 -0.7390 2.6267 0.0047 -0.0026 -0.0264
C 3.1847 -0.8360 -2.7918 0.0117 0.0521 -0.0051
As 2.8926 0.8802 -1.9114 -0.2070 -0.0647 -0.0189
C 3.6017 2.0483 -3.3144 0.0310 -0.0271 -0.0508
C 4.5260 0.8549 -0.7658 0.1120 0.0267 0.0119
S 0.3899 1.1489 -2.4220 0.0127 0.0523 -0.0801
H 4.1167 -0.8059 -3.3606 -0.0045 -0.0304 0.0000
H 2.3359 -1.0213 -3.4461 0.0182 -0.0099 -0.0191
H 3.2291 -1.6162 -2.0357 -0.0257 0.0062 0.0260
H 4.6237 1.7647 -3.5743 -0.0012 0.0196 -0.0096
H 3.5827 3.0839 -2.9760 0.0002 -0.0004 0.0137
H 2.9545 1.9558 -4.1852 0.0037 0.0121 -0.0038
H 5.3579 0.3976 -1.3074 0.0216 0.0107 0.0193
H 4.3106 0.2895 0.1383 -0.0239 -0.0147 -0.0068
H 4.7831 1.8791 -0.4935 0.0013 -0.0053 0.0059